Entry 1:
91
Properties=species:S:1:pos:R:3:lowdin_charge:R:1 method="wB97M-V/def2-TZVPD" homo_ha="-0.0690 / -0.0903" total_charge=-1 e_tot_ev=-82191.802 multiplicity=2 gap_ev="3.451 / 4.031" mol_weight_da=680.917
K 0.840 -1.284 0.980 0.56
C 2.679 -3.452 -2.338 -0.19
C 3.845 -3.019 -1.456 -0.17
O 3.476 -2.699 -0.141 -0.14
C 3.583 -3.704 0.840 -0.17
C 2.376 -4.627 0.922 -0.18
O 1.303 -3.876 1.434 -0.21
C 0.043 -4.498 1.399 -0.18
C -0.461 -4.755 -0.021 -0.19
O -0.152 -3.625 -0.796 -0.15
C -0.249 -3.818 -2.183 -0.20
C 0.481 -2.678 -2.883 -0.18
O 1.752 -2.398 -2.346 -0.12
H 2.235 -4.373 -1.949 0.10
H 3.045 -3.659 -3.356 0.13
H 4.255 -2.101 -1.886 0.13
H 4.619 -3.799 -1.471 0.13
H 3.660 -3.166 1.788 0.11
H 4.491 -4.303 0.684 0.13
H 2.608 -5.476 1.583 0.13
H 2.141 -5.031 -0.068 0.11
H -0.630 -3.791 1.867 0.09
H 0.041 -5.445 1.959 0.13
H -1.545 -4.933 0.016 0.13
H 0.008 -5.648 -0.460 0.12
H -1.295 -3.830 -2.523 0.13
H 0.188 -4.791 -2.455 0.12
H -0.072 -1.756 -2.726 0.09
H 0.540 -2.905 -3.959 0.13
S 3.072 -0.333 2.701 0.34
C 2.551 1.315 2.870 -0.95
N 3.377 2.131 3.497 -0.04
N 2.996 3.470 3.583 -0.04
C 2.849 4.377 2.589 -0.28
C 2.608 5.729 2.915 -0.06
C 2.482 6.688 1.929 -0.14
C 2.595 6.348 0.585 -0.15
C 2.837 5.017 0.255 -0.12
C 2.963 4.042 1.225 -0.05
N 1.404 1.859 2.356 -0.05
N 0.383 1.086 2.050 -0.10
C -0.764 1.785 1.767 -0.30
C -0.912 3.184 1.938 -0.03
C -2.112 3.807 1.652 -0.12
C -3.211 3.081 1.192 -0.16
C -3.084 1.702 1.032 -0.14
C -1.890 1.064 1.309 -0.08
H 3.087 3.834 4.514 0.11
H 2.516 6.007 3.960 0.09
H 2.287 7.718 2.210 0.08
H 2.496 7.104 -0.186 0.07
H 2.922 4.737 -0.790 0.08
H 3.146 3.012 0.957 0.09
H -0.063 3.745 2.303 0.09
H -2.197 4.880 1.789 0.09
H -4.150 3.577 0.975 0.07
H -3.940 1.120 0.695 0.07
H -1.798 -0.012 1.206 0.05
O -2.014 -2.269 1.634 -0.11
N -3.251 -2.254 1.930 -0.21
C -3.672 -2.623 3.165 0.00
C -5.005 -2.620 3.493 -0.05
C -5.960 -2.232 2.562 -0.08
C -5.510 -1.845 1.306 -0.05
C -4.169 -1.856 1.014 -0.02
H -2.878 -2.899 3.842 0.14
H -5.298 -2.924 4.488 0.11
H -7.011 -2.215 2.809 0.10
H -6.207 -1.528 0.544 0.11
H -3.750 -1.554 0.066 0.13
C -2.707 0.567 -3.435 -0.10
N -1.568 1.456 -3.379 -0.18
C -1.965 2.859 -3.368 -0.07
C -0.562 1.096 -2.454 -0.45
N -0.662 0.198 -1.554 0.16
N 0.606 1.805 -2.572 -0.16
C 1.609 1.645 -1.529 -0.03
C 1.129 2.215 -3.858 -0.07
H -3.276 0.791 -4.339 0.08
H -3.380 0.674 -2.572 0.08
H -2.364 -0.466 -3.490 0.08
H -2.693 3.065 -2.573 0.09
H -2.416 3.121 -4.329 0.08
H -1.097 3.490 -3.201 0.08
H -1.605 -0.129 -1.380 0.04
H 2.217 0.746 -1.680 0.09
H 1.122 1.567 -0.559 0.07
H 2.255 2.524 -1.533 0.07
H 0.371 2.117 -4.629 0.08
H 1.989 1.592 -4.136 0.09
H 1.467 3.254 -3.818 0.09

***

Entry 2:
13
Properties=species:S:1:pos:R:3:lowdin_charge:R:1 method="wB97M-V/def2-TZVPD" homo_ha=-0.3213 de_lowest_ev=0.367 e_tot_ev=-27618.343 gap_ev=9.650 mol_weight_da=122.620
C 1.034 -1.329 -1.308 -0.44
S -0.469 -0.650 -1.998 0.80
C -1.185 -0.136 -0.435 -0.54
C -0.623 1.134 0.023 -0.30
C 0.137 1.412 1.063 -0.57
Cl 0.635 0.297 2.305 0.58
H 0.659 -2.072 -0.534 0.05
H 1.589 -1.931 -2.104 0.05
H 1.780 -0.672 -0.874 0.03
H -2.234 0.025 -0.682 0.07
H -1.066 -0.947 0.298 0.07
H -0.659 1.993 -0.643 0.11
H 0.461 2.472 1.268 0.08

***

Entry 3:
27
Properties=species:S:1:pos:R:3:lowdin_charge:R:1 method="wB97M-V/def2-TZVPD" homo_ha="0.0017 / -0.0723" total_charge=-1 e_tot_ev=-48857.373 multiplicity=5 gap_ev="3.306 / 5.320" mol_weight_da=215.058
C -0.638 1.038 -2.223 -0.22
Fe -0.112 0.129 -0.273 0.09
N 1.015 -1.453 -1.101 0.00
H -0.886 1.355 0.292 -0.05
H 0.172 1.322 -1.476 -0.03
H -1.233 1.950 -2.347 0.02
H -1.367 0.243 -2.004 0.00
H -0.121 0.783 -3.155 0.01
H 0.703 -2.289 -0.600 0.05
H 2.010 -1.336 -0.887 0.05
H 0.945 -1.661 -2.101 0.04
C 2.287 -0.055 4.611 -0.06
N 1.085 -0.343 3.843 -0.11
C -0.009 -0.797 4.497 -0.20
C -1.150 -1.075 3.795 -0.10
C -1.138 -0.826 2.407 -0.49
N -0.078 -0.347 1.747 0.01
C 1.126 -0.178 2.446 -0.51
O 2.177 0.115 1.863 -0.05
N -2.254 -1.118 1.711 0.08
H 3.117 -0.698 4.293 0.08
H 2.052 -0.253 5.663 0.06
H 2.557 1.003 4.497 0.08
H 0.097 -0.914 5.571 0.07
H -2.033 -1.462 4.266 0.07
H -3.071 -1.413 2.210 0.07
H -2.354 -0.842 0.734 0.04